Entry 1:
Density functional theory data (ωB97M-V with the def2-TZVPD basis set) for one molecule with the formula C7H5N3O5.

HOMO energy = -10.298 eV
energy = -809.90600 Eh

The geometry in XYZ format:
```
20
Properties=species:S:1:pos:R:3:forces:R:3:lowdin_charge:R:1
O -3.010771 -1.440499 0.197335 1.16 0.53 0.55 0.115
N -1.845651 -1.663854 0.393725 -1.46 -1.38 -0.99 0.059
C -1.024641 -0.661951 0.979474 2.92 2.39 -1.27 -0.212
C 0.048025 -0.037572 -0.137283 -2.24 -1.27 1.22 -0.106
C 0.078552 -0.630812 -1.385246 0.00 0.10 0.07 -0.031
C 0.924516 -0.103969 -2.344673 0.06 0.03 -0.06 -0.063
C 1.711728 0.995849 -2.045677 -0.04 -0.06 0.00 -0.070
C 1.670707 1.558598 -0.780453 0.02 0.01 0.18 -0.056
C 0.838030 1.039422 0.200769 0.16 0.06 -0.11 -0.036
N -1.751417 0.459935 1.697266 -0.08 -0.67 -0.10 -0.336
O -1.813950 1.523062 1.143649 -0.11 0.36 -0.11 0.131
O -2.269980 0.139144 2.733592 -0.32 -0.07 0.34 0.127
N -0.050503 -1.342526 1.939377 -0.85 0.34 0.07 -0.346
O 0.356995 -0.639728 2.820792 0.42 0.24 0.45 0.127
O 0.262239 -2.463024 1.676016 0.25 -0.65 -0.03 0.140
H -0.544029 -1.482000 -1.606949 -0.03 -0.09 -0.06 0.112
H 0.957703 -0.553601 -3.323782 0.03 -0.03 -0.13 0.108
H 2.360674 1.415853 -2.797766 0.08 0.04 -0.08 0.107
H 2.287029 2.413073 -0.547149 0.07 0.07 0.02 0.110
H 0.814743 1.474602 1.186984 -0.04 0.04 0.06 0.119
```
Forces are in eV/Å.


Entry 2:
Density functional theory data (ωB97M-V with the def2-TZVPD basis set) for one molecule with the formula C7H5NO.

HOMO energy = -9.358 eV
energy = -399.65130 Eh

The geometry in XYZ format:
```
14
Properties=species:S:1:pos:R:3:forces:R:3:lowdin_charge:R:1
C 0.580162 1.085361 -1.222878 0.16 2.31 -2.17 -0.130
C -0.342741 1.849900 -0.416810 1.34 0.77 -0.25 -0.069
C -0.959100 1.198489 0.599494 -0.99 -0.42 -0.20 -0.003
C -0.576820 -0.143246 0.749022 -1.01 -0.01 1.07 -0.297
O -1.105291 -0.962438 1.664572 -2.27 0.29 1.67 -0.002
N -0.550430 -2.214164 1.636115 -0.57 0.36 1.87 0.062
C 0.387738 -2.171321 0.804617 2.21 0.26 -2.84 -0.074
C 0.320654 -0.839374 0.067085 3.54 -2.27 -3.71 -0.098
C 0.858226 -0.236543 -1.216570 -1.16 -0.63 4.36 0.011
H 1.053638 1.658648 -2.040034 -0.39 -0.23 0.34 0.104
H -0.416413 2.975355 -0.589744 -0.19 -1.88 0.13 0.132
H -1.833610 1.537218 1.144783 0.40 0.35 0.21 0.124
H 1.127720 -3.042875 0.798425 -1.32 1.44 -0.59 0.142
H 1.456266 -0.695011 -1.978076 0.25 -0.34 0.11 0.098
```
Forces are in eV/Å.


Entry 3:
Density functional theory data (ωB97M-V with the def2-TZVPD basis set) for a 2-piece molecular cluster, C7H5O6S2 overall.

HOMO energy (alpha / beta) = -4.135 / -5.176 eV
charge = -1
energy = -1517.52227 Eh

The geometry in XYZ format:
```
20
Properties=species:S:1:pos:R:3:forces:R:3:lowdin_charge:R:1
C -2.851165 0.883348 -0.164158 2.48 -3.27 -0.38 -0.083
C -2.713869 -0.212861 -1.089284 0.88 1.60 0.12 -0.078
C -1.908760 0.972316 0.885319 0.03 -0.51 -0.01 -0.064
C -1.603016 -1.072662 -1.018583 -0.20 1.20 1.01 -0.070
C -0.822678 0.039249 1.011726 -2.14 0.47 -0.17 -0.085
C -0.746663 -0.948198 0.073932 0.62 -0.69 -0.53 -0.317
C 3.185244 -0.148247 0.086903 1.49 -1.96 1.00 -0.109
O 3.569589 2.086146 1.171671 0.65 0.38 1.39 -0.295
O 4.158161 -0.700701 0.404706 -1.97 0.69 -0.78 0.108
O 0.499464 -3.104148 -0.887660 0.00 0.01 -0.51 -0.456
O 0.568171 -2.707843 1.519475 -0.01 -0.59 2.14 -0.434
O 1.560320 2.055402 -0.202518 0.65 -0.46 -0.01 -0.314
O 3.807003 1.903760 -1.283164 -1.55 -0.26 2.11 -0.340
S 0.695009 -2.153721 0.204907 -0.04 1.77 -1.68 0.695
S 2.963352 1.759160 -0.064636 0.15 1.05 -3.63 0.414
H -3.621335 1.505567 -0.521362 -0.77 1.34 0.83 0.070
H -3.394556 -0.044071 -1.934721 0.43 -1.07 0.03 0.090
H -2.038567 1.709095 1.661274 0.13 0.35 0.00 0.085
H -1.159809 -1.753825 -1.700463 -0.81 -0.80 -1.16 0.077
H -0.145890 -0.067766 1.846644 -0.01 0.75 0.23 0.106
```
Forces are in eV/Å.


Entry 4:
Density functional theory data (ωB97M-V with the def2-TZVPD basis set) for one molecule with the formula C7H6.

HOMO energy = -8.324 eV
energy = -270.10381 Eh

The geometry in XYZ format:
```
13
Properties=species:S:1:pos:R:3:forces:R:3:lowdin_charge:R:1
C -2.253108 -1.459303 0.371884 -0.94 0.59 -1.98 0.144
C -1.582729 -0.571707 -0.161379 -1.72 -3.50 2.39 -0.063
C -0.423336 0.140297 -0.021269 0.45 2.48 -1.44 -0.366
C -0.269763 1.621723 -0.072477 0.73 0.27 0.31 -0.026
C 0.546094 0.748388 -1.045859 -0.31 1.62 -2.03 -0.070
C 0.993069 -0.182847 -0.083897 0.29 -1.65 2.37 -0.243
C 1.851026 -0.918535 0.639615 -0.87 1.04 -0.81 0.068
H -3.054169 -2.195423 0.402027 0.64 0.42 0.31 0.035
H -1.043363 2.316621 -0.512779 0.86 -1.08 0.68 0.132
H 0.270081 1.872303 0.860402 -0.34 1.00 -0.85 0.114
H 0.545827 0.909255 -2.173784 -0.01 -0.71 1.82 0.159
H 1.646385 -1.267498 1.671790 -0.01 -0.15 -1.24 0.077
H 2.773981 -1.013275 0.125731 1.25 -0.33 0.47 0.037
```
Forces are in eV/Å.


Entry 5:
Density functional theory data (ωB97M-V with the def2-TZVPD basis set) for a 24-piece molecular cluster, C7H64O26PS2 overall.

HOMO energy = -11.899 eV
charge = +1
energy = -3398.61174 Eh

The geometry in XYZ format:
```
100
Properties=species:S:1:pos:R:3:forces:R:3:lowdin_charge:R:1
C 1.075697 -1.465164 2.440509 0.11 0.15 -0.10 -0.087
C 0.938038 -0.680482 1.006541 2.48 1.07 2.18 -0.279
O 0.223638 -1.413367 -0.044656 -3.30 0.99 0.34 -0.332
P -1.504475 -1.312599 0.102716 -2.97 -1.98 4.66 0.806
O -2.075572 -1.920253 1.483318 2.69 2.40 -5.10 -0.365
C -2.211424 -2.513402 -1.259871 0.09 -0.80 -0.88 -0.187
C -1.102491 -3.700666 -1.660927 -0.10 -0.55 0.01 -0.245
C -0.367980 -3.351576 -3.103490 -1.49 1.05 0.03 -0.349
S 1.331746 -4.213953 -3.067801 0.26 0.12 0.55 0.671
S 2.050447 -4.512291 -5.051235 0.69 0.37 0.04 0.555
O -2.188837 0.267979 -0.144022 1.89 -2.83 0.50 -0.305
C -2.157672 1.098585 1.067145 1.03 2.45 2.69 -0.260
C -1.327103 2.526837 0.799631 0.14 -0.29 0.54 -0.083
H 1.691551 -2.465078 2.251417 -1.23 2.21 0.62 0.095
H 0.063858 -1.732734 2.963260 1.80 0.53 -1.34 0.080
H 1.647338 -0.725025 3.182577 -1.03 -1.81 -1.80 0.093
H 0.544683 0.419346 1.195285 0.45 -2.32 -0.64 0.127
H 2.054836 -0.540396 0.606502 -2.62 -0.33 0.69 0.149
H -2.610019 -1.946354 -2.202722 0.95 -1.02 1.65 0.104
H -3.144789 -3.124035 -0.832136 2.20 1.84 -0.45 0.133
H -1.683548 -4.740044 -1.732489 1.37 2.34 -0.09 0.142
H -0.287051 -3.852980 -0.829662 -1.65 0.56 -1.44 0.109
H -0.226207 -2.186488 -3.249926 0.00 -2.49 0.19 0.112
H -0.973137 -3.831670 -4.002244 1.55 0.92 1.74 0.141
H 2.258717 -3.365451 -2.438133 -1.04 -0.16 -0.81 0.030
H 3.451516 -4.589096 -4.920533 -1.35 0.12 0.52 -0.052
H -3.237352 1.365070 1.496212 2.21 -0.96 -1.41 0.151
H -1.573779 0.591966 1.975601 -1.49 0.66 -2.20 0.117
H -0.478298 2.398096 -0.005543 -1.78 0.18 1.48 0.077
H -2.027797 3.411239 0.489630 1.35 -1.80 0.46 0.084
H -0.807707 2.817645 1.833397 -1.27 -0.58 -2.27 0.077
O 0.110250 -7.439913 -3.241683 0.10 0.54 0.26 -0.054
H 0.517833 -6.564375 -3.320779 -0.12 -0.61 0.03 -0.058
H 0.090418 -7.603518 -2.286888 -0.01 -0.12 -0.25 0.052
O 2.774536 -5.385009 -0.070922 -0.18 0.51 -0.47 -0.049
H 3.098514 -4.492679 0.123329 0.03 -0.27 0.18 0.043
H 2.246382 -5.272346 -0.875380 0.17 -0.29 0.43 -0.041
O 3.228003 -1.697346 4.981662 0.02 0.24 -0.06 -0.080
H 2.540457 -2.303756 5.295504 -0.08 -0.07 -0.05 0.009
H 3.459892 -1.179654 5.767164 0.05 -0.38 0.08 0.046
O 1.215053 0.836195 -1.483566 -0.13 -0.12 -0.47 -0.054
H 1.040598 0.646528 -2.417664 -0.04 0.13 0.19 0.029
H 0.524388 0.346605 -1.012316 0.27 0.24 -0.26 -0.015
O 2.726898 3.381592 -2.653903 -0.11 -0.13 0.30 -0.068
H 2.039353 2.775183 -2.340060 0.18 0.27 0.08 -0.006
H 2.958787 3.899285 -1.868401 -0.09 -0.15 -0.31 0.045
O 1.778977 -0.826046 -4.053382 0.08 -0.67 0.35 -0.053
H 1.952376 -1.699736 -4.434886 0.05 0.48 -0.25 -0.018
H 2.518854 -0.685785 -3.443708 -0.04 0.26 -0.14 0.061
O 3.771065 -2.162856 7.739654 0.38 -0.19 0.14 -0.059
H 3.944464 -3.036546 7.358150 -0.11 0.26 0.09 0.049
H 4.510941 -2.022595 8.349329 -0.26 0.02 -0.16 0.055
O -0.238528 -4.763517 -7.712165 0.34 -0.08 0.50 -0.068
H -0.065130 -5.637207 -8.093670 -0.11 0.09 -0.23 0.030
H 0.501347 -4.623257 -7.102491 -0.33 -0.10 -0.51 -0.066
O -3.173892 2.159350 -2.573518 0.10 -0.49 0.07 -0.048
H -3.338098 1.418798 -3.176484 -0.04 0.40 0.14 0.051
H -2.926567 1.732033 -1.739838 -0.03 0.02 -0.08 0.016
O 5.912575 -2.996475 3.563030 -0.41 -0.36 -0.12 -0.066
H 5.099319 -2.570406 3.872918 0.15 0.06 0.06 -0.007
H 5.632751 -3.894820 3.331799 0.19 0.30 0.13 0.031
O 0.083774 -7.051025 -10.233809 -0.35 0.08 -0.15 -0.061
H -0.605981 -7.712855 -10.392449 0.26 0.17 0.08 0.047
H -0.019528 -6.425073 -10.966139 0.09 -0.17 0.24 0.048
O -1.433636 4.587749 -1.895626 -0.06 -0.10 -0.02 -0.075
H -2.123391 3.925918 -2.054265 0.15 0.22 -0.12 -0.014
H -1.536938 5.213698 -2.627955 -0.07 -0.12 0.16 0.013
O -1.178962 3.555477 4.020765 0.27 -0.05 0.27 -0.082
H -0.746961 3.691177 4.877451 -0.20 -0.06 -0.35 0.041
H -1.943221 4.150460 4.047120 -0.12 0.11 0.15 -0.001
O 1.148806 -3.595760 6.012925 -0.40 -0.14 -0.05 -0.047
H 0.335552 -3.169690 6.322812 0.30 -0.05 -0.03 0.063
H 0.868982 -4.494103 5.781695 0.19 0.28 0.04 0.059
O -3.409212 6.443398 -3.435154 -0.61 0.03 0.21 -0.065
H -4.222466 6.869467 -3.125267 0.28 0.02 -0.09 0.058
H -3.689036 5.545055 -3.666385 0.32 0.12 -0.05 0.023
O -3.483350 5.269410 4.776708 0.08 -0.04 -0.11 -0.069
H -4.170896 4.663001 5.090550 0.29 0.33 0.15 0.036
H -3.251461 5.787102 5.562210 -0.23 -0.29 -0.23 0.044
O 4.631849 0.260369 3.416385 -0.13 0.35 0.23 -0.060
H 3.944303 -0.346040 3.730227 0.07 -0.04 -0.01 -0.015
H 4.863739 0.778061 4.201887 0.09 -0.26 -0.16 0.043
O -2.327962 4.223899 -4.706690 0.30 -0.40 -0.55 -0.058
H -2.155401 4.449221 -5.633190 -0.10 0.10 0.31 0.064
H -1.713445 3.497389 -4.524082 -0.23 0.25 0.15 0.046
O -4.536104 4.707029 7.341870 -0.07 -0.46 0.43 -0.067
H -5.223651 4.100620 7.655712 0.23 0.24 -0.10 0.055
H -4.304215 5.224721 8.127372 -0.27 0.03 -0.33 0.042
O 5.160530 3.341477 3.343515 -0.45 -0.15 0.18 -0.063
H 4.347276 3.767546 3.653402 0.32 -0.07 -0.13 0.039
H 4.880707 2.443133 3.112285 0.06 0.18 -0.18 -0.004
O 1.918172 -2.149725 -7.990472 -0.27 -0.14 0.44 -0.055
H 1.796243 -2.612849 -7.148097 0.02 0.29 -0.40 -0.039
H 1.021255 -1.885183 -8.244146 0.26 -0.11 -0.05 0.052
O -5.832650 7.185382 8.025226 -0.01 0.55 -0.13 -0.065
H -5.508673 8.077712 8.219477 -0.16 -0.28 0.00 0.046
H -6.360804 7.298044 7.220768 0.20 -0.14 0.25 0.048
O -2.368334 8.167423 -0.985514 -0.02 -0.38 0.22 -0.068
H -2.532540 7.426873 -1.588480 0.10 0.11 0.01 -0.008
H -2.121009 7.740108 -0.151833 -0.07 0.17 -0.31 0.037
```
Forces are in eV/Å.


Entry 6:
Density functional theory data (ωB97M-V with the def2-TZVPD basis set) for C7H6BaN2O4 as an isolated structure.

HOMO energy = -16.258 eV
charge = +2
energy = -705.73642 Eh

The geometry in XYZ format:
```
20
Properties=species:S:1:pos:R:3:forces:R:3:lowdin_charge:R:1
Ba 0.027603 0.053542 -1.334643 0.03 -0.26 -0.70 1.618
O 0.026844 4.114961 -1.367018 -0.01 -4.49 0.64 0.125
C 0.024062 2.971249 -1.221816 0.01 5.13 -0.68 -0.059
C 0.043219 -2.939744 -1.305682 0.03 -5.18 -1.00 -0.041
O 0.050432 -4.078036 -1.510083 -0.03 4.78 0.95 0.115
C 2.982352 0.015463 -1.321603 5.74 -0.02 -0.46 -0.045
O 4.139378 0.011061 -1.407812 -5.25 0.01 0.44 0.110
C -2.917106 0.000911 -1.448306 -5.08 -0.03 -0.59 -0.052
O -4.063654 -0.007248 -1.575401 4.57 0.02 0.56 0.116
H 0.038899 0.382384 -5.451899 0.00 -0.24 0.02 0.027
H 0.040876 -0.368581 -5.469287 0.00 0.24 0.04 0.030
N -0.079893 0.688071 3.264647 0.03 -0.61 -0.15 0.104
C -0.036070 -0.701042 3.347818 0.00 0.34 -0.58 -0.018
C 0.003436 -1.129767 2.053987 -0.01 0.24 -0.02 -0.138
N -0.014990 -0.047867 1.188081 -0.04 0.65 0.96 -0.245
C -0.065227 1.038752 1.964780 0.00 -0.52 0.42 -0.189
H -0.116067 1.318260 4.059122 0.01 -0.08 -0.21 0.183
H -0.035794 -1.268307 4.269342 -0.01 0.32 -0.09 0.140
H 0.043783 -2.119648 1.637485 0.00 -0.21 0.33 0.097
H -0.092083 2.065584 1.628288 0.00 -0.08 0.11 0.122
```
Forces are in eV/Å.